--- i ---
DFT (the ωB97M-V functional and the def2-TZVPD basis) results for 2 unconnected molecules or ions with the total composition C4H7N2O.

XYZ file:
```
14
Properties=species:S:1:pos:R:3:nbo_charge:R:1
C 2.06 0.20 0.47 0.0698
C 1.64 -1.02 -0.02 -0.0246
C 0.94 1.06 0.32 -0.0751
C -1.36 0.71 -0.48 0.0304
N 0.37 -0.94 -0.39 -0.2461
N -0.06 0.32 -0.20 -0.1524
O -2.32 -0.66 0.54 -0.8438
H 3.11 0.31 0.75 0.2784
H 2.06 -2.02 -0.02 0.2700
H 0.78 2.09 0.16 0.2512
H -1.88 1.54 -0.06 0.2607
H -1.76 0.34 -1.31 0.2102
H -0.37 -1.65 -0.60 0.4878
H -3.21 -0.28 0.87 0.4834
```

## Properties
Spin multiplicity   3
Net charge   +1
Highest occupied orbital energy (alpha / beta)   -0.41205 / -0.51990 Eh
Kohn-Sham gap (alpha / beta)   7.6 / 5.1 eV

--- ii ---
DFT (the ωB97M-V functional and the def2-TZVPD basis) results for a molecular structure, C4H7N2O.

XYZ file:
```
14
Properties=species:S:1:pos:R:3:nbo_charge:R:1
C 0.48 -0.25 0.74 0.1748
C -1.28 -2.10 -0.94 0.5650
C -0.32 0.80 0.03 -0.0790
C 0.32 1.79 -1.04 -0.6257
N -0.42 -0.62 -0.11 -0.1819
N 1.11 -0.73 1.76 -0.6345
O -2.40 -2.01 -1.01 -0.3441
H -0.36 -2.78 -1.02 0.2485
H -1.02 1.19 0.76 0.2710
H 1.30 2.25 -0.62 0.2583
H -0.43 2.63 -1.10 0.2497
H 0.62 1.37 -2.00 0.2518
H 1.36 0.08 2.40 0.4304
H 1.06 -1.62 2.14 0.4157
```

## Properties
Spin multiplicity   3
Net charge   +1
Highest occupied orbital energy (alpha / beta)   -0.36546 / -0.55823 Eh
Kohn-Sham gap (alpha / beta)   5.7 / 7.3 eV

i ends up most stable, edging out the next structure by 0.0144 hartree.

--- i ---
DFT (the ωB97M-V functional and the def2-TZVPD basis) results for 2 unconnected molecules or ions with the total composition C2H6FOP.

XYZ file:
```
11
Properties=species:S:1:pos:R:3:nbo_charge:R:1
C -0.99 -0.57 -1.14 -1.1218
C 0.20 0.16 1.63 -0.9338
O -0.35 2.00 -0.32 -1.0224
F 2.03 -0.77 -1.24 -0.5927
P -0.63 0.60 0.01 1.8217
H 1.18 -0.47 -1.65 0.5739
H -1.23 -1.56 -0.77 0.2536
H -1.49 -0.10 -2.04 0.2670
H 1.15 0.44 1.26 0.2629
H -0.09 0.99 2.15 0.2437
H 0.22 -0.73 2.11 0.2479
```

## Properties
Net charge   0
Highest occupied orbital energy   -0.35544 Eh
Kohn-Sham gap   9.4 eV

--- ii ---
DFT (the ωB97M-V functional and the def2-TZVPD basis) results for 2 unconnected molecules or ions with the total composition C2H6FOP.

XYZ file:
```
11
Properties=species:S:1:pos:R:3:nbo_charge:R:1
C -0.95 -0.51 -0.28 -0.3566
C 1.40 0.77 0.40 -0.9595
O -1.49 -0.24 -1.64 -0.7663
F 0.93 -1.41 1.76 -0.5943
P 1.01 -1.14 0.02 1.0656
H -0.96 0.61 0.03 0.2277
H -2.82 -0.25 -1.83 0.4666
H -1.49 -1.51 -0.02 0.2190
H 2.45 1.02 0.53 0.2258
H 1.00 1.56 -0.36 0.2294
H 0.92 1.11 1.36 0.2426
```

## Properties
Net charge   0
Highest occupied orbital energy   -0.34689 Eh
Kohn-Sham gap   9.2 eV

i ends up most stable, edging out the next structure by 0.1008 hartree.

--- i ---
DFT (the ωB97M-V functional and the def2-TZVPD basis) results for a gas-phase ion, C5H13N3 (charge +2).

XYZ file:
```
21
Properties=species:S:1:pos:R:3:nbo_charge:R:1
C 1.96 0.90 1.24 -0.7182
C 0.48 0.78 1.14 -0.2267
N -0.06 -0.02 -0.04 -0.1128
N 1.01 -0.30 -1.05 -0.5650
C -0.67 -1.58 0.36 0.2360
N -1.80 -1.69 -0.02 -0.2203
C -2.41 -0.71 -0.74 -0.2365
C -1.29 0.49 -0.80 -0.2656
H 2.62 1.30 0.46 0.2508
H 2.13 1.70 1.95 0.3187
H 2.42 -0.04 1.61 0.2526
H 0.08 1.78 0.87 0.2541
H 0.00 0.25 2.01 0.2772
H 1.89 0.22 -0.81 0.4811
H 0.91 -0.31 -2.09 0.4888
H 1.30 -1.28 -0.91 0.4522
H -0.13 -2.31 0.93 0.2779
H -3.20 -0.22 -0.28 0.2751
H -2.51 -1.11 -1.73 0.2671
H -1.11 0.72 -1.80 0.2454
H -1.63 1.41 -0.28 0.2681
```

## Properties
Net charge   +2
Highest occupied orbital energy   -0.72343 Eh
Kohn-Sham gap   11.4 eV

--- ii ---
DFT (the ωB97M-V functional and the def2-TZVPD basis) results for 2 unconnected molecules or ions with the total composition C5H13N3.

XYZ file:
```
21
Properties=species:S:1:pos:R:3:nbo_charge:R:1
C 3.40 -0.30 -0.48 0.0867
C -2.93 -0.56 -0.56 -0.5939
C -1.61 0.79 1.09 -0.5949
C -1.56 0.12 -0.30 -0.1875
C -0.36 -0.85 -0.66 0.1694
N 1.55 -0.85 0.76 -0.1823
N 3.52 0.97 -0.51 -0.6385
N 0.68 -1.06 -0.03 0.0874
H 4.11 -0.95 0.17 0.2668
H -3.09 -1.49 -0.04 0.2448
H -3.58 0.14 -0.25 0.2425
H -3.12 -0.77 -1.73 0.2409
H -1.98 1.72 0.86 0.2571
H -0.49 0.99 1.36 0.1883
H -2.18 0.36 1.84 0.2549
H -1.27 0.74 -1.11 0.2501
H 3.04 -0.94 -1.32 0.2459
H -0.56 -1.43 -1.50 0.2820
H 1.71 -1.32 1.64 0.4377
H 3.39 1.49 -1.47 0.4726
H 3.90 1.57 0.26 0.4700
```

## Properties
Net charge   +2
Highest occupied orbital energy   -0.69710 Eh
Kohn-Sham gap   8.6 eV

i ends up most stable, edging out the next structure by 0.0263 hartree.

--- i ---
DFT (the ωB97M-V functional and the def2-TZVPD basis) results for 11 unconnected molecules or ions with the total composition C6H33NO11.

XYZ file:
```
51
Properties=species:S:1:pos:R:3:nbo_charge:R:1
C -2.02 -1.58 -0.95 -0.4813
N -1.99 -0.41 -1.87 -0.6576
C -1.29 0.78 -1.67 0.6958
O -0.90 1.52 -2.52 -0.6057
C -1.08 1.22 -0.15 -0.5546
C -1.53 2.59 0.16 -0.2529
C -1.95 2.80 1.74 -0.5870
C -0.46 3.53 -0.25 -0.6247
H -2.76 -1.34 -0.12 0.2059
H -2.11 -2.69 -1.21 0.2601
H -1.05 -1.74 -0.39 0.2091
H -1.73 -0.81 -2.86 0.4025
H -1.42 0.44 0.69 0.2237
H 0.06 1.03 0.20 0.2571
H -2.31 2.89 -0.65 0.2085
H -1.51 3.66 2.03 0.2034
H -3.04 2.64 1.84 0.2195
H -1.42 1.96 2.16 0.2116
H -0.89 4.58 -0.04 0.2044
H 0.59 3.51 0.19 0.2066
H -0.28 3.36 -1.47 0.2326
O -0.15 -2.46 2.81 -1.0187
H 0.16 -2.79 3.63 0.4894
H 0.52 -1.92 2.32 0.5196
O 2.20 -1.40 2.25 -1.0138
H 2.37 -0.60 1.74 0.5097
H 2.74 -2.19 1.97 0.4896
O 2.36 0.48 0.60 -0.9698
H 2.68 0.07 -0.10 0.4775
H 2.49 1.42 0.35 0.5027
O -2.48 -0.74 2.92 -0.9349
H -2.05 -1.11 3.76 0.4759
H -1.96 -1.09 2.28 0.4617
O 3.28 2.92 -0.11 -0.9182
H 3.98 2.36 -0.32 0.4799
H 2.94 3.09 -0.97 0.4763
O 2.89 -2.87 -0.17 -0.9889
H 1.97 -2.97 -0.34 0.5086
H 3.35 -3.64 0.13 0.4793
O 0.03 -3.71 0.34 -1.0083
H 0.08 -4.61 0.24 0.4790
H -0.09 -3.32 1.21 0.5123
O 4.16 0.07 -1.47 -0.9694
H 3.79 -0.32 -2.32 0.5002
H 4.37 -0.66 -0.95 0.4774
O -5.04 -0.52 -0.46 -0.9287
H -4.21 -0.65 -0.92 0.4674
H -4.85 0.15 0.15 0.4644
O 1.34 0.11 -2.61 -0.9559
H 1.32 0.89 -3.10 0.4855
H 0.70 0.05 -1.94 0.4731
```

## Properties
Net charge   0
Highest occupied orbital energy   -0.35762 Eh
Kohn-Sham gap   9.8 eV

--- ii ---
DFT (the ωB97M-V functional and the def2-TZVPD basis) results for 12 unconnected molecules or ions with the total composition C6H33NO11.

XYZ file:
```
51
Properties=species:S:1:pos:R:3:nbo_charge:R:1
C -0.39 -1.13 2.46 -0.6474
C -0.30 -0.06 1.43 -0.2788
C -1.02 1.06 1.38 0.1313
N -2.08 1.33 2.28 -0.8614
C -0.91 2.10 0.33 -0.2355
C 0.22 2.67 -0.07 -0.1710
C 0.27 3.72 -1.15 -0.6489
H -0.95 -0.85 3.35 0.1931
H 0.59 -1.43 2.82 0.2316
H -0.85 -2.04 2.05 0.2247
H 0.40 -0.21 0.62 0.2061
H -2.23 2.32 2.46 0.4103
H -2.02 0.85 3.18 0.3754
H -1.87 2.37 -0.14 0.2027
H 1.17 2.48 0.43 0.2180
H 0.90 3.42 -2.02 0.1998
H 0.72 4.63 -0.78 0.2200
H -0.71 3.92 -1.55 0.2123
O 3.96 -1.89 -0.80 -0.9908
H 3.42 -2.50 -0.23 0.5198
H 3.77 -2.15 -1.73 0.4832
O 0.40 -2.10 -3.16 -0.9863
H -0.49 -1.98 -3.51 0.4907
H 0.69 -1.23 -2.80 0.5083
O 0.81 0.41 -2.00 -1.0141
H 1.60 0.47 -1.38 0.5291
H 0.73 1.25 -2.50 0.4918
O -2.33 -2.94 -0.73 -1.0032
H -2.91 -3.50 -1.26 0.4804
H -2.06 -2.17 -1.29 0.5098
O -1.88 4.32 2.35 -0.9555
H -2.55 5.05 2.25 0.4800
H -1.23 4.49 1.62 0.4866
O 0.27 -3.91 -1.15 -1.0092
H 0.34 -3.32 -1.92 0.5031
H -0.63 -3.69 -0.80 0.5004
O -1.90 -0.58 -2.03 -1.0262
H -1.00 -0.21 -1.81 0.5090
H -2.58 -0.31 -1.38 0.5089
O 2.30 -3.55 0.51 -0.9971
H 2.60 -4.46 0.61 0.4785
H 1.49 -3.60 -0.05 0.5134
O 2.67 1.27 2.45 -0.9755
H 2.74 0.89 1.54 0.4902
H 1.73 1.18 2.68 0.4687
O -3.84 -0.41 -0.18 -0.9749
H -3.58 0.10 0.63 0.4990
H -3.61 -1.35 0.06 0.4996
O 2.99 0.54 -0.25 -1.0123
H 3.37 -0.38 -0.43 0.5212
H 3.76 1.13 -0.40 0.4909
```

## Properties
Net charge   0
Highest occupied orbital energy   -0.29905 Eh
Kohn-Sham gap   8.4 eV

ii ends up most stable, edging out the next structure by 0.1640 hartree.

--- i ---
DFT (the ωB97M-V functional and the def2-TZVPD basis) results for a single C6H9ClO molecule.

XYZ file:
```
17
Properties=species:S:1:pos:R:3:nbo_charge:R:1
C -0.25 -2.33 -0.62 -0.3550
C 0.51 -1.09 -0.63 -0.0459
C 1.91 -1.42 -0.65 -0.6329
C 0.07 0.34 -0.48 0.2074
C -0.84 0.73 0.34 -0.2762
Cl -1.66 -0.31 1.46 0.0081
O 0.99 1.36 -0.90 -0.5178
C 0.76 2.72 -0.35 -0.3192
H -1.33 -2.26 -0.86 0.1880
H 0.04 -3.31 -0.56 0.1925
H 2.48 -1.26 -1.67 0.2374
H 1.93 -2.63 -0.50 0.2205
H 2.37 -0.85 0.34 0.2115
H -0.82 1.93 0.65 0.2414
H 0.81 3.00 0.83 0.2093
H 1.80 3.17 -0.54 0.2170
H -0.04 3.01 -1.01 0.2139
```

## Properties
Net charge   0
Highest occupied orbital energy   -0.31039 Eh
Kohn-Sham gap   9.1 eV

--- ii ---
DFT (the ωB97M-V functional and the def2-TZVPD basis) results for 2 unconnected molecules or ions with the total composition C6H9ClO.

XYZ file:
```
17
Properties=species:S:1:pos:R:3:nbo_charge:R:1
C -1.78 -0.40 2.05 -0.3707
C -1.15 0.08 1.00 -0.0299
C -1.05 0.82 -0.22 -0.0132
C -1.48 1.45 -1.32 -0.4017
C 0.14 0.13 0.26 -0.3214
C 0.61 -1.01 -0.62 -0.0548
O 1.71 -0.57 -1.43 -0.7523
H -2.88 -0.10 2.22 0.2217
H -1.17 -1.12 2.61 0.2189
H -2.50 1.85 -1.28 0.2074
H -0.72 1.90 -2.02 0.2076
H 0.98 0.75 0.72 0.2361
H -0.30 -1.28 -1.18 0.1801
H 1.00 -1.84 -0.05 0.1898
H 1.54 -0.22 -2.28 0.4808
Cl 3.54 -0.42 1.37 -0.2814
H 3.50 -0.01 0.17 0.2829
```

## Properties
Net charge   0
Highest occupied orbital energy   -0.34363 Eh
Kohn-Sham gap   9.7 eV

ii ends up most stable, edging out the next structure by 0.0632 hartree.